The following is a DFT calculation (ωB97M-V/def2-TZVPD) of a molecular structure, C39H47BrCl5IMnNO3P2S.

As for the total energy: -250331.192 eV. Its HOMO-LUMO gap (alpha / beta) is 6.6 / 6.6 eV. The expectation value of S² is 8.7579.

```
! RIJCOSX wB97M-V def2-TZVPD def2/J DEFGRID3
* xyz -1 6
Mn 0.115 -1.033 -0.683
C -2.301 -3.853 1.529
C -2.265 -2.377 1.922
C -1.010 -2.077 2.747
P -2.234 -1.264 0.420
C -3.888 -1.614 -0.391
C -5.096 -2.030 0.450
C -4.243 -0.437 -1.306
C -2.356 0.337 1.276
C -3.512 0.772 1.917
C -3.548 1.913 2.705
C -4.845 2.410 3.291
C -2.341 2.571 2.918
C -1.180 2.169 2.291
C -1.148 1.082 1.385
N -0.015 0.685 0.716
C 1.054 1.562 0.584
C 0.932 2.953 0.423
C 2.038 3.783 0.402
C 3.325 3.275 0.533
C 4.535 4.174 0.587
C 3.464 1.894 0.595
C 2.368 1.041 0.575
P 2.471 -0.774 0.526
C 4.192 -1.061 -0.174
C 4.528 -0.327 -1.468
C 4.370 -2.567 -0.384
C 2.782 -1.155 2.363
C 4.234 -1.195 2.829
C 1.998 -0.176 3.242
H -2.347 -4.477 2.425
H -1.394 -4.105 0.981
H -3.158 -4.097 0.898
H -3.155 -2.112 2.503
H -0.133 -2.111 2.097
H -0.876 -2.816 3.541
H -1.065 -1.085 3.197
H -3.636 -2.466 -1.033
H -5.468 -1.217 1.071
H -4.880 -2.881 1.095
H -5.907 -2.313 -0.227
H -4.544 0.433 -0.720
H -5.063 -0.706 -1.976
H -3.390 -0.143 -1.920
H -4.423 0.199 1.809
H -5.488 1.579 3.586
H -5.393 3.008 2.557
H -4.665 3.035 4.166
H -2.310 3.417 3.598
H -0.260 2.691 2.517
H -0.050 3.389 0.315
H 1.893 4.852 0.286
H 4.237 5.217 0.694
H 5.140 4.087 -0.320
H 5.174 3.908 1.431
H 4.465 1.477 0.657
H 4.895 -0.719 0.587
H 3.986 -0.749 -2.301
H 5.596 -0.445 -1.678
H 4.313 0.739 -1.404
H 3.777 -2.886 -1.243
H 4.049 -3.143 0.488
H 5.416 -2.807 -0.591
H 2.351 -2.146 2.507
H 4.733 -0.237 2.664
H 4.810 -1.983 2.342
H 4.248 -1.387 3.905
H 2.484 0.801 3.255
H 1.957 -0.548 4.270
H 0.978 -0.040 2.883
Cl -1.217 -2.138 -2.588
C 0.075 -3.154 -2.022
C 0.329 -3.176 -0.649
C 1.227 -4.168 -0.271
Cl 1.575 -4.368 1.427
C 1.835 -5.058 -1.149
Cl 2.882 -6.311 -0.579
C 1.575 -4.956 -2.512
Cl 2.323 -6.036 -3.623
C 0.666 -4.008 -2.964
Cl 0.253 -3.964 -4.632
Br -2.964 1.994 -5.122
C -3.130 3.067 -3.563
C -4.012 4.136 -3.609
C -4.152 4.959 -2.503
C -3.443 4.673 -1.345
C -2.580 3.591 -1.306
C -2.377 2.790 -2.426
I -0.856 1.262 -2.412
H -4.574 4.318 -4.514
H -4.806 5.819 -2.554
H -3.553 5.301 -0.470
H -2.045 3.353 -0.396
C 2.614 1.089 -4.009
S 1.815 -0.516 -3.772
O 0.726 -0.558 -4.713
O 2.836 -1.523 -3.949
O 1.376 -0.459 -2.326
H 1.938 1.697 -4.604
H 3.548 0.909 -4.536
H 2.796 1.544 -3.039
*
```

Results of the Löwdin charge analysis, in e, for atoms 1 through 6:
1 Mn 0.351
2 C -0.113
3 C -0.518
4 C -0.124
5 P 1.053
6 C -0.540


The following is a DFT calculation (ωB97M-V/def2-TZVPD) of a molecular structure, C30H17BrI2N3O3V.

As for the total energy: -153920.063 eV. Its HOMO-LUMO gap (alpha / beta) is 5.7 / 6.3 eV. The expectation value of S² is 0.7566.

```
! RIJCOSX wB97M-V def2-TZVPD def2/J DEFGRID3
* xyz 1 2
V -0.370 0.738 -0.195
I 4.296 1.049 -1.452
C 2.932 -0.429 -1.686
C 3.186 -1.886 -1.507
C 1.814 -3.367 -0.520
I 2.190 -5.453 -0.499
C 0.467 -3.012 0.043
C -0.544 -3.700 0.578
C -1.850 -3.062 0.731
C -2.087 -1.783 0.383
N -1.050 -0.995 -0.095
C 0.191 -1.650 -0.429
C 1.501 -0.242 -1.448
O 0.786 0.964 -1.587
H 4.089 -2.224 -2.013
H -0.434 -4.743 0.845
H -2.668 -3.640 1.135
H -3.042 -1.291 0.502
C 0.619 2.481 3.612
C 1.723 1.742 4.023
C 2.208 0.707 3.241
C 1.581 0.409 2.038
C 0.462 1.151 1.616
C -0.015 2.192 2.412
C 1.981 -0.651 1.112
C 2.908 -1.606 1.121
C 3.072 -2.527 -0.048
C 1.874 -2.622 -1.929
C 1.927 -3.424 -3.179
C 1.044 -3.279 -4.164
C -0.056 -2.315 -4.077
C -0.191 -1.503 -3.031
C 0.758 -1.544 -1.898
N 1.132 -0.583 -0.026
H 0.248 3.286 4.232
H 2.208 1.977 4.961
H 3.070 0.138 3.563
H -0.873 2.778 2.115
H 3.569 -1.711 1.972
H 3.917 -3.184 0.133
H 2.738 -4.137 -3.266
H 1.129 -3.879 -5.060
H -0.765 -2.270 -4.893
H -1.008 -0.791 -2.985
Br -1.599 7.064 0.243
C -2.847 5.669 0.404
C -4.177 5.953 0.703
N -5.107 5.013 0.831
C -4.745 3.749 0.667
C -3.437 3.372 0.368
C -2.463 4.356 0.229
C -3.150 1.936 0.224
O -3.905 1.024 0.328
O -1.794 1.666 0.012
H -4.494 6.979 0.842
H -5.514 2.995 0.777
H -1.438 4.112 -0.013
*
```

Results of the Löwdin charge analysis, in e, for atoms 1 through 6:
1 V 1.161
2 I 1.060
3 C -0.604
4 C -0.178
5 C -0.627
6 I 1.046


The following is a DFT calculation (ωB97M-V/def2-TZVPD) of a molecular structure, C4H5Cl.

As for the total energy: -16744.330 eV. Its HOMO-LUMO gap is 8.6 eV.

```
! RIJCOSX wB97M-V def2-TZVPD def2/J DEFGRID3
* xyz 0 1
C 0.809 0.179 -0.261
C 0.531 1.538 -0.091
C -0.012 -1.040 -0.020
C -1.461 -0.812 -0.038
H 1.491 2.418 0.490
H -0.644 1.650 -0.098
H 1.041 -2.155 -0.220
H -1.977 0.387 0.024
H -2.238 -1.581 0.230
Cl 2.458 -0.586 -0.018
*
```

Results of the Löwdin charge analysis, in e, for atoms 1 through 6:
1 C -0.737
2 C -0.059
3 C -0.274
4 C -0.026
5 H 0.193
6 H 0.049


The following is a DFT calculation (ωB97M-V/def2-TZVPD) of a gas-phase ion, C30H56BO2 (charge -1).

As for the total energy: -36784.554 eV. Its HOMO-LUMO gap is 7.4 eV.

```
! RIJCOSX wB97M-V def2-TZVPD def2/J DEFGRID3
* xyz -1 1
C 7.551 -1.027 2.715
C 7.194 -1.914 1.398
C 6.733 -0.838 0.255
C 5.567 0.060 0.957
C 4.556 0.542 -0.200
C 3.030 -0.019 -0.004
C 2.080 1.271 0.047
C 0.621 0.984 0.738
B -0.471 0.934 -0.478
C -1.916 0.409 0.171
C -3.060 0.145 -0.905
C -4.470 -0.265 -0.351
C -5.679 -0.596 -1.252
C -5.501 -0.540 -2.801
C -6.725 -0.918 -3.757
C -4.115 -0.113 -3.362
C -2.922 0.210 -2.436
O -0.741 2.143 -1.238
C -0.487 3.406 -0.664
C -1.702 4.029 0.236
C -3.161 3.660 -0.351
C -1.529 3.800 1.808
C -2.718 4.406 2.709
C -3.974 3.378 2.881
C -2.094 4.547 4.215
O 0.084 -0.046 -1.486
C -0.088 -1.403 -1.081
C 0.865 -2.303 -2.062
C -0.071 -2.893 -3.257
C 1.421 -3.511 -1.153
C 0.276 -4.376 -0.427
C 0.603 -5.965 -0.613
C 0.159 -4.133 1.158
H 7.889 0.038 2.445
H 6.617 -1.015 3.380
H 8.402 -1.525 3.301
H 8.078 -2.541 1.044
H 6.264 -2.559 1.584
H 7.623 -0.199 -0.071
H 6.353 -1.425 -0.646
H 6.084 1.004 1.362
H 4.985 -0.514 1.748
H 4.508 1.675 -0.340
H 4.963 0.125 -1.200
H 2.935 -0.722 0.886
H 2.795 -0.553 -0.999
H 1.954 1.799 -0.972
H 2.630 2.049 0.710
H 0.489 1.826 1.500
H 0.734 0.012 1.334
H -2.305 1.278 0.833
H -1.774 -0.464 0.921
H -4.604 -0.322 0.776
H -6.674 -0.877 -0.757
H -7.228 -0.022 -4.252
H -6.274 -1.553 -4.612
H -7.504 -1.599 -3.259
H -4.019 -0.046 -4.504
H -1.933 0.500 -2.911
H 0.502 3.567 -0.117
H -0.429 4.147 -1.560
H -1.607 5.175 0.082
H -3.018 3.419 -1.468
H -3.703 2.839 0.219
H -3.833 4.600 -0.291
H -1.373 2.723 2.141
H -0.574 4.377 2.119
H -3.048 5.422 2.308
H -4.555 3.549 3.845
H -4.673 3.622 1.992
H -3.624 2.306 2.718
H -1.139 3.905 4.319
H -1.934 5.631 4.531
H -2.828 4.096 4.988
H 0.243 -1.657 -0.021
H -1.153 -1.825 -1.264
H 1.673 -1.687 -2.576
H -0.948 -3.511 -2.872
H 0.564 -3.517 -3.997
H -0.492 -2.016 -3.856
H 2.042 -3.014 -0.314
H 2.159 -4.185 -1.722
H -0.773 -4.217 -0.869
H 1.430 -6.188 0.159
H -0.324 -6.548 -0.243
H 0.907 -6.234 -1.676
H 0.603 -4.974 1.789
H 0.572 -3.127 1.516
H -0.969 -4.110 1.411
*
```

Results of the Löwdin charge analysis, in e, for atoms 1 through 6:
1 C -0.151
2 C -0.251
3 C -0.222
4 C -0.212
5 C -0.206
6 C -0.181


The following is a DFT calculation (ωB97M-V/def2-TZVPD) of a molecular structure, C9H18Cl2STc.

As for the total energy: -47701.186 eV. Its HOMO-LUMO gap (alpha / beta) is 6.4 / 6.8 eV. The expectation value of S² is 3.7742.

```
! RIJCOSX wB97M-V def2-TZVPD def2/J DEFGRID3
* xyz 0 4
Tc -0.192 0.573 -0.353
Cl 1.712 1.620 -1.048
Cl -2.022 -0.010 0.921
C -1.309 2.270 -0.963
H -2.179 2.531 -0.339
H -0.765 3.149 -1.323
C 0.065 -1.202 -1.065
C -1.441 1.127 -1.893
H 0.565 -1.987 -0.456
C -0.879 1.339 -3.300
H -2.412 0.596 -1.902
C -0.805 0.058 -4.143
H -1.530 2.044 -3.841
H 0.113 1.811 -3.222
C 0.186 -0.968 -3.586
H -1.800 -0.403 -4.218
H -0.495 0.326 -5.163
C -0.400 -1.733 -2.374
H 0.407 -1.693 -4.378
H 1.132 -0.479 -3.320
H -1.507 -1.749 -2.380
H -0.064 -2.781 -2.427
C 2.312 -1.208 3.151
S 1.008 -0.563 2.076
C 0.600 0.968 2.931
H 2.752 -2.089 2.669
H 1.863 -1.506 4.102
H 3.078 -0.449 3.322
H -0.039 0.700 3.781
H 1.536 1.418 3.285
H 0.067 1.665 2.270
*
```

Results of the Löwdin charge analysis, in e, for atoms 1 through 6:
1 Tc 0.789
2 Cl 0.021
3 Cl 0.036
4 C -0.315
5 H 0.036
6 H 0.044